# C6H12O

The molecule C6H12O in a non-equilibrium geometry (the ωB97M-V functional and the def2-TZVPD basis, the Open Molecules 2025 dataset).

Bonds (Å) are listed after each position.
Element x y z (Å)
1 C 1.9308 -0.8980 -0.1232  C2 1.470, H8 1.100, H9 1.103, H10 1.095
2 C 1.3961 0.3988 0.3158  C1 1.470, O3 1.331, C4 1.451
3 O 2.1929 1.0180 1.1835  C2 1.331, H11 0.970
4 C 0.2109 1.0832 -0.1661  C2 1.451, C5 1.565, H12 1.105, H13 1.114
5 C -1.1041 0.7538 0.6158  C4 1.565, C6 1.535, H14 1.096, H15 1.098
6 C -1.9409 -0.1866 -0.2622  C5 1.535, C7 1.499, H16 1.099, H17 1.105
7 C -1.0839 -1.2840 -0.8164  C6 1.499, H18 1.093, H19 1.097
8 H 3.0243 -0.8205 -0.2105  C1 1.100
9 H 1.3861 -1.1889 -1.0369  C1 1.103
10 H 1.7157 -1.6971 0.5940  C1 1.095
11 H 1.8327 1.8943 1.3938  O3 0.970
12 H 0.3954 2.1720 -0.1392  C4 1.105
13 H 0.0281 0.6612 -1.1811  C4 1.114
14 H -0.8557 0.2310 1.5471  C5 1.096
15 H -1.6324 1.6762 0.8918  C5 1.098
16 H -2.3826 0.4002 -1.0794  C6 1.099
17 H -2.7842 -0.5181 0.3710  C6 1.105
18 H -1.4138 -1.6616 -1.7872  C7 1.093
19 H -0.9385 -2.1220 -0.1228  C7 1.097

- highest occupied orbital energy (spin up / spin down) (eV) = -8.43 / -5.95
- gap between HOMO and LUMO (spin up / spin down) (Eh) = 0.340 / 0.224
- strongest force on any atom (eV/Å) = 2.2
- total energy (eV) = -8460.121
- charge = 0

Results of the Mulliken charge analysis, in e, for atoms 1 through 6:
1. C -1.223
2. C 0.551
3. O -0.525
4. C -0.916
5. C -0.531
6. C -0.410